[1]
Here is 2 unconnected molecules or ions with the total composition C3H6IN2O at a distorted geometry from OMol25. Energies are from ωB97M-V/def2-TZVPD.

Geometry as XYZ:
```
13
Properties=species:S:1:pos:R:3:lowdin_charge:R:1
C 0.7671 0.8189 0.6855 -0.01
C -1.1024 0.2650 -0.5202 -0.74
C 0.5079 -1.5236 0.0959 -0.06
N 0.0248 -0.2050 0.2646 -0.19
N 0.2678 1.9418 0.2651 0.13
O -0.8625 1.6670 -0.5169 -0.06
I -3.0136 -0.5266 0.0775 0.91
H 1.8274 0.6233 1.1126 0.22
H -0.9119 -0.4359 -1.9157 0.23
H 0.0477 -2.1371 0.9225 0.12
H 0.3434 -1.7385 -1.0042 0.11
H 1.6185 -1.6958 0.1427 0.12
H 0.4857 2.9464 0.3906 0.22
```

Calculated values
relative energy (zero: lowest compared OMol25 entry of this formula, charge and spin): 4.536 eV
Kohn-Sham gap: 9.23 eV
lowest unoccupied orbital energy: -4.247 eV
E: -16325.175 eV
spin multiplicity: 1
HOMO: -13.5 eV
net charge: +1

=====

[2]
Here is 7 unconnected molecules or ions with the total composition C4H20O7S at a distorted geometry from OMol25. Energies are from ωB97M-V/def2-TZVPD.

Geometry as XYZ:
```
32
Properties=species:S:1:pos:R:3:lowdin_spin:R:1
O 2.3690 1.7907 1.0396 0.02
C 1.6898 1.2154 1.8237 0.01
C 1.4717 -0.3265 1.8358 0.02
C -0.0390 -0.5758 1.9272 0.04
C -0.2395 -2.0428 2.2608 0.06
S -2.0858 -2.2795 2.2407 0.77
H 1.2154 1.6506 2.7261 0.00
H 1.9705 -0.6155 2.7468 0.00
H 2.0792 -0.7495 1.0323 0.00
H -0.4284 0.1951 2.5962 0.00
H -0.4927 -0.3715 0.9751 0.00
H 0.0646 -2.4633 3.2176 0.02
H 0.0849 -2.7025 1.4582 0.00
H -2.1468 -3.2993 1.3630 0.03
H -0.8392 3.5843 -2.1567 0.00
H -1.0597 2.0919 -2.4661 0.00
O -1.5242 2.9152 -2.2620 0.00
H 3.4466 0.4322 -1.2896 0.00
H 2.2089 1.3526 -1.3108 0.00
O 2.8068 0.8460 -1.8736 0.00
H -1.7965 2.2811 0.1114 0.00
H -1.6819 0.8139 0.0460 0.00
O -1.1495 1.5876 0.3029 0.00
H 0.0915 -1.2177 -0.5791 0.00
H 0.4809 -2.2377 -1.6343 0.00
O 0.1714 -1.3286 -1.5312 0.00
H -2.5795 -1.2028 -1.2218 0.00
H -3.6287 -0.7920 -0.1968 0.00
O -2.8559 -0.4544 -0.6728 0.03
H 1.1660 1.2164 -3.1499 0.00
H 0.6769 -0.1240 -3.5833 0.00
O 0.5531 0.8106 -3.7753 0.00
```

Calculated values
⟨S²⟩: 0.754
Kohn-Sham gap (alpha / beta): 8.58 / 3.60 eV
lowest unoccupied orbital energy (alpha / beta): -4.420 / -9.403 eV
E: -29630.096 eV
spin multiplicity: 2
HOMO (alpha / beta): -13.0 / -13.0 eV
net charge: +1

=====

[3]
Here is a molecular structure, C13H19ClOSiTi at a distorted geometry from OMol25. Energies are from ωB97M-V/def2-TZVPD.

Geometry as XYZ:
```
36
Properties=species:S:1:pos:R:3:lowdin_spin:R:1
C -2.1153 0.3214 -0.9880 0.02
C -1.5621 -0.9560 -1.3202 0.04
C -0.3485 -0.7322 -2.0714 0.08
H -1.9845 -1.9177 -1.0663 0.00
C -0.1570 0.6734 -2.2146 0.08
C -1.2971 1.3279 -1.6228 0.03
H -1.6159 2.3616 -1.7689 0.00
H -3.0811 0.5171 -0.5357 0.00
H 0.2459 -1.5085 -2.5222 0.01
H 0.6401 1.1709 -2.7672 0.02
Ti -0.0847 0.2257 -0.0125 1.58
Cl -0.1809 -1.3959 1.5156 0.07
C 3.1608 -4.7234 0.1639 0.00
C 3.7856 -4.2839 -1.0507 0.00
C 3.0044 -4.7688 -2.1516 0.00
H 4.7031 -3.7057 -1.1250 0.00
C 1.8983 -5.5098 -1.6179 0.00
C 1.9950 -5.4820 -0.1870 0.00
H 1.3164 -5.9698 0.5081 0.00
H 3.5201 -4.5346 1.1722 0.00
H 3.2251 -4.6229 -3.2059 0.00
H 1.1352 -6.0235 -2.1972 0.00
C 0.5252 4.3269 1.7924 0.00
Si -0.9580 3.1949 1.5899 0.01
C -1.7805 2.6670 3.1755 0.00
C -2.3796 3.9359 0.5531 0.00
O -0.2938 1.7809 0.8657 0.05
H 0.3676 5.2957 2.2862 0.00
H 0.9951 4.5588 0.8291 0.00
H 1.2736 3.8010 2.4009 0.00
H -2.1843 3.5352 3.7192 0.00
H -2.6029 1.9585 2.9952 0.00
H -1.0494 2.1522 3.8116 0.00
H -2.0981 4.2778 -0.4331 0.00
H -3.2126 3.2531 0.4256 0.00
H -2.8052 4.7989 1.0541 0.00
```

Calculated values
⟨S²⟩: 2.005
Kohn-Sham gap (alpha / beta): 3.72 / 4.73 eV
lowest unoccupied orbital energy (alpha / beta): 4.682 / 4.664 eV
E: -59353.923 eV
spin multiplicity: 3
HOMO (alpha / beta): 1.0 / -0.1 eV
net charge: -2